100
Properties=species:S:1:pos:R:3:lowdin_charge:R:1 method="wB97M-V/def2-TZVPD" total_energy_ha=-2925.47496 gap_ev=5.31 spin_multiplicity=1 total_charge=-1 homo_ev=-4.6 max_force_ha_per_bohr=0.033
Rb -2.575 2.892 -1.425 0.82
O -0.499 2.025 0.471 -0.44
C -0.277 0.734 0.037 -0.50
C -0.050 0.464 -1.482 -0.50
O -1.125 0.631 -2.293 -0.44
H -1.163 0.100 0.313 0.08
H 0.569 0.242 0.588 0.06
H 0.433 -0.556 -1.442 0.07
H 0.859 1.062 -1.777 0.08
C 3.462 -2.006 -1.910 -0.02
C 3.678 -0.523 -1.760 -0.30
C 3.530 -0.038 -0.312 -0.08
O 4.660 0.811 -0.111 0.07
C 5.595 0.510 -1.026 -0.56
O 6.727 0.863 -1.017 0.16
O 5.066 -0.250 -2.024 0.07
H 4.109 -2.527 -1.191 0.09
H 3.691 -2.466 -2.870 0.09
H 2.456 -2.332 -1.634 0.06
H 3.037 0.042 -2.439 0.13
H 3.649 -0.852 0.410 0.13
H 2.571 0.437 -0.118 0.11
C 2.949 3.265 -3.422 -0.01
C 2.114 4.192 -2.573 -0.31
C 2.133 3.875 -1.060 -0.05
O 2.881 4.977 -0.503 0.08
C 3.031 5.940 -1.417 -0.58
O 3.488 7.020 -1.207 0.15
O 2.628 5.519 -2.645 0.07
H 2.891 2.228 -3.075 0.06
H 4.003 3.527 -3.319 0.10
H 2.641 3.213 -4.465 0.08
H 1.060 4.179 -2.857 0.15
H 2.636 2.936 -0.850 0.12
H 1.149 3.915 -0.607 0.11
C -3.294 -4.594 -2.778 0.00
C -2.789 -4.209 -1.414 -0.27
C -3.192 -2.843 -0.894 -0.10
O -3.247 -3.068 0.513 0.05
C -3.678 -4.353 0.700 -0.57
O -4.123 -4.765 1.718 0.16
O -3.499 -5.062 -0.426 0.07
H -3.238 -3.741 -3.456 0.08
H -4.370 -4.759 -2.675 0.10
H -2.854 -5.479 -3.224 0.09
H -1.743 -4.440 -1.211 0.14
H -4.102 -2.438 -1.342 0.13
H -2.418 -2.097 -1.104 0.14
C -4.065 0.874 -5.299 -0.01
C -3.704 -0.108 -4.200 -0.29
C -4.600 -0.026 -2.946 -0.11
O -5.442 -1.170 -3.023 0.05
C -5.084 -1.932 -4.088 -0.59
O -5.671 -2.906 -4.432 0.16
O -3.960 -1.454 -4.656 0.07
H -5.129 1.118 -5.260 0.09
H -3.944 0.345 -6.248 0.09
H -3.405 1.736 -5.315 0.08
H -2.661 -0.026 -3.874 0.12
H -5.164 0.910 -2.975 0.12
H -3.994 -0.059 -2.042 0.11
C 1.167 -0.151 4.912 -0.03
C 1.756 0.781 3.886 -0.29
C 2.232 2.122 4.442 -0.10
O 3.484 2.344 3.810 0.07
C 3.962 1.162 3.357 -0.56
O 5.074 1.005 2.972 0.17
O 2.998 0.218 3.396 0.07
H 0.628 0.347 5.719 0.08
H 1.897 -0.801 5.407 0.09
H 0.509 -0.902 4.463 0.08
H 1.068 0.933 3.054 0.14
H 2.328 2.148 5.531 0.13
H 1.577 2.957 4.189 0.12
C -2.160 1.443 3.634 -0.01
C -1.733 2.878 3.765 -0.31
C -2.352 3.844 2.756 -0.09
O -2.952 4.859 3.559 0.07
C -2.847 4.530 4.869 -0.56
O -3.367 5.144 5.743 0.16
O -2.062 3.445 5.038 0.09
H -1.572 0.709 4.186 0.07
H -2.095 1.141 2.584 0.08
H -3.192 1.310 3.978 0.10
H -0.647 2.905 3.635 0.13
H -3.180 3.377 2.214 0.13
H -1.599 4.073 2.012 0.12
C 0.349 -2.917 0.543 0.00
C 1.037 -4.135 1.103 -0.32
C 2.557 -4.120 1.075 -0.08
O 2.874 -4.939 2.223 0.06
C 1.826 -4.930 3.069 -0.57
O 1.828 -5.387 4.165 0.16
O 0.765 -4.307 2.492 0.09
H -0.722 -3.094 0.458 0.07
H 0.704 -2.681 -0.460 0.07
H 0.523 -2.052 1.183 0.09
H 0.726 -5.030 0.550 0.16
H 2.988 -3.132 1.252 0.13
H 2.988 -4.601 0.203 0.13

91
Properties=species:S:1:pos:R:3:lowdin_charge:R:1 method="wB97M-V/def2-TZVPD" total_energy_ha=-5601.93339 gap_ev=6.53 spin_multiplicity=1 total_charge=-1 homo_ev=-4.2 max_force_ha_per_bohr=0.055
C -3.729 -0.378 -3.384 -0.05
C -2.584 0.578 -3.443 -0.23
H -4.682 0.161 -3.390 0.06
H -3.679 -0.981 -2.471 0.02
H -3.710 -1.062 -4.246 0.09
C -2.640 1.765 -4.061 -0.15
C -3.859 2.323 -4.718 -0.12
H -1.740 2.375 -4.180 0.10
H -4.786 2.043 -4.187 0.06
H -3.956 1.974 -5.762 0.07
H -3.795 3.423 -4.747 0.06
Sr -0.208 -0.463 0.861 1.34
Cl -1.156 -3.246 1.280 0.22
C 2.648 0.871 -0.872 -0.30
O 1.851 1.181 0.039 -0.07
N 3.801 1.510 -1.136 -0.18
C 4.161 2.713 -0.409 -0.04
C 4.614 1.181 -2.299 -0.05
H 2.459 0.016 -1.548 0.13
H 3.631 2.730 0.545 0.09
H 3.910 3.611 -0.992 0.09
H 5.244 2.693 -0.247 0.08
H 4.353 0.178 -2.655 0.10
H 5.673 1.210 -2.011 0.08
H 4.448 1.896 -3.119 0.08
H 3.008 -2.795 5.263 0.08
H 2.010 -4.438 4.531 0.08
C 2.297 -1.979 5.107 -0.04
C 1.076 -3.987 4.188 -0.04
N 1.151 -2.540 4.411 -0.18
H 2.745 -1.183 4.502 0.09
C 0.167 -1.767 3.926 -0.38
O 0.232 -0.582 3.560 -0.08
H 0.922 -4.202 3.120 0.07
H -0.778 -2.333 3.845 0.09
H 1.996 -1.585 6.089 0.09
H 0.241 -4.423 4.755 0.09
H -3.806 1.762 -1.039 0.09
H -2.431 3.742 -2.340 0.08
C -3.570 2.359 -0.146 -0.03
C -2.335 4.147 -1.319 -0.05
N -2.315 3.068 -0.340 -0.17
H -3.476 1.700 0.718 0.07
C -1.225 2.790 0.398 -0.31
O -1.175 1.870 1.247 -0.15
H -1.406 4.724 -1.245 0.09
H -0.356 3.443 0.193 0.14
H -4.373 3.092 0.001 0.09
H -3.199 4.799 -1.128 0.09
O -1.501 0.285 -1.391 -0.43
C -1.311 0.148 -2.709 -0.48
C 0.166 2.200 -2.636 -0.06
C -0.057 0.921 -3.150 -0.17
H -0.471 2.542 -1.816 0.08
C 1.166 3.005 -3.175 -0.09
H -1.151 -0.915 -2.973 0.14
C 0.799 0.390 -4.108 -0.03
H 1.311 4.016 -2.780 0.10
C 1.960 2.516 -4.211 -0.14
C 1.791 1.199 -4.663 -0.10
H 0.657 -0.653 -4.414 0.12
H 2.711 3.160 -4.671 0.09
H 2.444 0.804 -5.443 0.09
Si -3.332 -2.693 1.485 -0.14
Cl -3.021 -1.198 -0.022 0.42
C -3.169 -1.610 3.039 -0.24
C -3.667 -4.616 1.540 -0.28
C -5.302 -2.689 1.350 -0.30
H -2.325 -0.901 3.003 0.00
H -3.049 -2.232 3.935 0.03
H -4.089 -1.020 3.154 0.03
H -5.708 -1.673 1.356 -0.01
H -5.761 -3.232 2.186 0.01
H -5.633 -3.177 0.427 0.01
H -2.767 -5.245 1.477 -0.03
H -4.322 -4.931 0.717 0.02
H -4.182 -4.872 2.478 0.02
Br 1.215 -5.091 -0.762 0.80
C 2.987 -4.510 -0.447 -0.60
C 4.059 -5.389 -0.631 -0.13
C 5.361 -4.975 -0.314 -0.10
C 5.584 -3.685 0.183 -0.10
C 4.513 -2.807 0.362 -0.03
C 3.216 -3.205 0.023 -0.17
C 2.060 -2.260 0.235 -0.72
O 1.882 -1.885 1.438 -0.13
O 1.355 -1.901 -0.756 -0.13
H 3.861 -6.386 -1.017 0.09
H 6.190 -5.667 -0.461 0.09
H 6.594 -3.361 0.444 0.09
H 4.658 -1.805 0.768 0.12

86
Properties=species:S:1:pos:R:3:lowdin_charge:R:1 method="wB97M-V/def2-TZVPD" total_energy_ha=-4846.25349 gap_ev=6.60 spin_multiplicity=1 total_charge=+2 homo_ev=-13.0 max_force_ha_per_bohr=0.024
Zr -0.178 -0.288 -0.594 1.38
O -2.780 -3.562 0.138 0.06
C -3.632 -3.095 1.096 -0.25
C -4.682 -3.913 1.494 0.01
C -5.573 -3.473 2.455 -0.05
C -5.442 -2.211 3.023 -0.07
C -4.397 -1.400 2.627 -0.03
C -3.473 -1.832 1.676 -0.13
C -2.300 -0.949 1.362 -0.36
O -1.971 -0.890 -0.029 -0.38
N -1.110 -1.449 2.070 0.04
N 0.068 -0.893 1.698 -0.15
C 1.079 -0.905 2.488 -0.15
C 2.380 -0.455 2.064 -0.55
Br 2.557 -0.118 0.170 0.89
C 3.467 -0.309 2.837 -0.06
C 3.490 -0.405 4.292 -0.23
C 4.596 -1.010 4.899 -0.02
C 4.646 -1.140 6.275 -0.05
C 3.616 -0.636 7.059 -0.04
C 2.537 0.008 6.468 -0.05
C 2.470 0.122 5.090 -0.05
H -2.339 -2.796 -0.249 0.06
H -4.788 -4.885 1.032 0.13
H -6.388 -4.118 2.756 0.12
H -6.151 -1.867 3.763 0.11
H -4.288 -0.411 3.061 0.12
H -2.530 0.082 1.657 0.12
H -1.247 -1.584 3.066 0.16
H 1.009 -1.293 3.501 0.15
H 4.420 -0.114 2.355 0.12
H 5.406 -1.390 4.290 0.12
H 5.494 -1.622 6.740 0.12
H 3.666 -0.724 8.136 0.12
H 1.759 0.436 7.085 0.12
H 1.656 0.677 4.638 0.12
C 2.794 0.208 -4.060 -0.08
C 1.595 1.059 -4.513 -0.60
C 1.872 2.476 -3.981 -0.08
C 1.562 1.088 -6.048 -0.06
P 0.024 0.417 -3.725 0.96
N 0.089 0.803 -2.152 -0.42
C -1.520 1.145 -4.495 -0.59
C -2.724 0.934 -3.557 -0.07
C -1.866 0.561 -5.872 -0.06
C -1.323 2.663 -4.651 -0.08
C -0.045 -1.472 -3.773 -0.59
C -1.448 -1.984 -3.408 -0.07
C 0.897 -2.048 -2.700 -0.11
C 0.335 -2.076 -5.135 -0.05
H 3.697 0.673 -4.458 0.10
H 2.775 -0.813 -4.432 0.07
H 2.893 0.203 -2.971 0.05
H 2.854 2.777 -4.349 0.10
H 1.898 2.487 -2.891 0.06
H 1.160 3.219 -4.322 0.07
H 2.549 1.392 -6.401 0.10
H 0.850 1.815 -6.433 0.07
H 1.342 0.119 -6.490 0.08
H -3.187 -0.040 -3.676 0.07
H -3.483 1.677 -3.805 0.10
H -2.462 1.070 -2.509 0.04
H -2.137 -0.493 -5.826 0.07
H -1.069 0.688 -6.601 0.08
H -2.739 1.097 -6.247 0.11
H -1.027 3.139 -3.715 0.08
H -2.279 3.089 -4.958 0.10
H -0.599 2.912 -5.423 0.07
H -1.861 -1.510 -2.510 0.05
H -1.391 -3.058 -3.218 0.11
H -2.168 -1.838 -4.209 0.08
H 0.463 -2.167 -1.665 0.05
H 1.877 -1.589 -2.607 0.05
H 1.045 -3.112 -2.909 0.12
H -0.263 -1.662 -5.945 0.08
H 0.148 -3.151 -5.107 0.10
H 1.385 -1.928 -5.376 0.07
C -2.002 2.707 -0.201 -0.33
S -0.635 2.033 0.769 0.77
C 0.687 3.150 0.257 -0.34
H -1.711 2.774 -1.246 0.02
H -2.264 3.687 0.193 0.06
H -2.855 2.037 -0.092 0.05
H 0.413 4.163 0.544 0.06
H 0.836 3.076 -0.818 0.02
H 1.595 2.866 0.785 0.03

86
Properties=species:S:1:pos:R:3:lowdin_charge:R:1 method="wB97M-V/def2-TZVPD" total_energy_ha=-4798.85713 gap_ev="6.23 / 4.10" spin_multiplicity=4 total_charge=+4 homo_ev="-18.2 / -18.5" s_squared=3.811 max_force_ha_per_bohr=0.168
N -4.933 2.144 -3.806 0.30
C -4.628 2.231 -2.516 0.00
C -3.540 1.540 -1.989 0.04
C -2.617 0.975 -2.901 -0.17
C -3.072 0.675 -4.217 0.08
C -4.231 1.369 -4.639 0.01
C -1.262 0.859 -2.435 -0.27
Re 0.065 0.178 -1.305 1.11
P 2.295 -0.505 -1.163 0.89
C -0.017 1.515 -2.721 -0.22
C 0.644 2.195 -1.609 -0.38
C 1.918 2.856 -1.712 0.00
C 2.553 3.357 -0.587 -0.06
C 2.128 3.087 0.755 -0.76
C 0.909 2.428 0.873 -0.07
C 0.078 2.079 -0.301 -0.23
Br 3.189 3.355 2.162 0.96
H -1.224 0.203 -0.241 0.06
H 0.353 1.677 -3.728 0.15
H -3.386 1.479 -0.912 0.13
H -2.575 -0.045 -4.894 0.15
H -5.216 2.892 -1.881 0.17
H -4.601 1.294 -5.683 0.18
H 2.329 3.021 -2.718 0.15
H -0.990 2.299 -0.159 0.12
H 3.403 3.999 -0.705 0.13
H 0.438 2.263 1.851 0.07
P -1.559 -1.878 -0.789 0.97
C 3.909 0.393 -1.231 -0.36
C 5.175 -0.468 -1.207 -0.13
H 3.908 1.085 -0.382 0.07
H 3.904 0.976 -2.158 0.09
H 5.965 0.037 -0.643 0.11
H 5.025 -1.456 -0.761 0.07
H 5.572 -0.607 -2.213 0.08
C 2.673 -1.369 -2.843 -0.33
C 3.777 -2.399 -2.949 -0.11
H 2.876 -0.510 -3.497 0.10
H 1.747 -1.818 -3.183 0.00
H 3.608 -3.001 -3.844 0.10
H 4.748 -1.921 -3.106 0.07
H 3.812 -3.088 -2.096 0.08
C 2.690 -1.624 0.222 -0.37
C 3.703 -1.202 1.328 -0.10
H 3.057 -2.550 -0.237 0.08
H 1.764 -1.911 0.750 0.04
H 4.039 -2.125 1.839 0.11
H 4.607 -0.708 0.948 0.05
H 3.247 -0.502 2.051 0.08
C -1.243 -2.191 1.002 -0.39
C -1.561 -3.534 1.659 -0.10
H -1.778 -1.366 1.508 0.07
H -0.167 -1.989 1.139 0.05
H -2.636 -3.718 1.766 0.08
H -1.096 -4.372 1.125 0.09
H -1.138 -3.515 2.673 0.09
C -0.672 -3.009 -1.949 -0.34
C -0.438 -2.252 -3.260 -0.15
H -1.265 -3.922 -2.112 0.10
H 0.287 -3.276 -1.480 0.09
H -1.300 -2.286 -3.944 0.10
H -0.246 -1.160 -3.040 0.00
H 0.444 -2.643 -3.790 0.09
C -3.315 -2.219 -1.171 -0.34
C -4.345 -1.761 -0.131 -0.12
H -3.382 -3.312 -1.311 0.11
H -3.554 -1.760 -2.141 0.08
H -5.304 -1.536 -0.616 0.09
H -4.566 -2.548 0.602 0.09
H -4.037 -0.860 0.414 0.06
C -2.586 0.023 5.541 0.04
N -1.587 1.062 5.334 0.03
C -0.946 1.574 6.403 0.07
C -0.042 2.586 6.220 0.16
C 0.124 3.114 4.906 -0.31
N -0.551 2.629 3.868 0.18
C -1.426 1.591 4.032 -0.43
O -2.096 1.093 3.121 0.11
N 0.951 4.159 4.647 0.21
H -2.860 -0.332 4.551 0.09
H -3.482 0.439 6.026 0.14
H -2.217 -0.807 6.162 0.13
H -1.230 1.169 7.378 0.18
H 0.443 3.078 7.047 0.15
H 1.659 4.509 5.281 0.14
H 0.898 4.572 3.721 0.11

81
Properties=species:S:1:pos:R:3:lowdin_charge:R:1 method="wB97M-V/def2-TZVPD" total_energy_ha=-2352.30128 gap_ev=6.82 spin_multiplicity=1 total_charge=+1 homo_ev=-9.7 max_force_ha_per_bohr=0.070
Y 0.071 -0.608 1.842 1.28
C -0.743 -2.759 2.817 -0.31
C 0.570 -3.080 2.349 -0.29
C 0.791 -1.463 3.998 -0.31
C -0.617 -1.770 3.849 -0.31
C 1.513 -2.268 3.056 -0.31
C -2.021 -3.268 2.247 -0.04
H -1.883 -3.591 1.212 0.06
H -2.794 -2.491 2.246 0.07
H -2.437 -4.122 2.793 0.10
C -1.754 -1.047 4.487 -0.03
H -2.711 -1.392 4.080 0.08
H -1.712 0.039 4.311 0.05
H -1.774 -1.194 5.569 0.10
C 1.399 -0.414 4.864 -0.03
H 1.498 -0.751 5.900 0.10
H 0.817 0.515 4.878 0.06
H 2.402 -0.150 4.513 0.08
C 2.974 -2.203 2.796 -0.04
H 3.557 -2.833 3.476 0.10
H 3.359 -1.183 2.907 0.07
H 3.208 -2.528 1.780 0.07
C 0.898 -3.990 1.220 -0.03
H 1.164 -5.001 1.557 0.10
H 1.754 -3.621 0.637 0.07
H 0.055 -4.100 0.525 0.07
C -1.609 0.721 -5.088 -0.10
C -1.676 -0.620 -5.108 -0.14
C -0.881 -1.565 -5.959 -0.18
C 0.495 -1.053 -6.439 -0.20
C 1.415 -0.582 -5.345 -0.10
C 1.471 0.637 -4.795 -0.14
C 0.686 1.855 -5.197 -0.18
C -0.674 1.591 -5.877 -0.20
H -1.463 -1.845 -6.858 0.13
H 0.348 -0.291 -7.214 0.10
H -0.741 -2.503 -5.395 0.11
H -0.507 1.206 -6.890 0.10
H -2.362 1.278 -4.517 0.10
H -2.488 -1.107 -4.554 0.10
H -1.166 2.571 -6.006 0.12
H 0.527 2.472 -4.296 0.11
H 2.266 0.850 -4.066 0.09
H 1.281 2.483 -5.887 0.13
H 0.990 -1.900 -6.945 0.12
H 2.163 -1.332 -5.052 0.11
P -1.208 -0.411 -0.672 0.76
C -2.773 0.519 -0.782 -0.25
C -1.396 -1.771 -1.848 -0.26
P 1.715 0.202 -0.296 0.76
C 0.227 0.559 -1.369 -0.48
C 2.675 -0.923 -1.342 -0.26
C 2.786 1.671 -0.136 -0.25
H -2.768 1.316 -0.026 0.04
H -3.604 -0.156 -0.528 0.06
H -2.945 0.962 -1.771 0.05
H -1.492 -1.409 -2.880 0.01
H -2.286 -2.357 -1.578 0.06
H -0.530 -2.445 -1.788 0.04
H 3.042 2.110 -1.109 0.06
H 3.707 1.382 0.393 0.06
H 2.275 2.423 0.478 0.03
H 0.002 1.637 -1.335 0.07
H 0.433 0.283 -2.419 0.03
H 3.648 -1.109 -0.865 0.06
H 2.817 -0.500 -2.347 0.03
H 2.158 -1.889 -1.425 0.04
Cl -0.469 4.695 1.335 0.67
C -0.769 4.341 2.990 -0.63
C -1.075 5.389 3.833 -0.12
C -1.310 5.164 5.191 -0.08
C -1.238 3.857 5.683 -0.08
C -0.933 2.788 4.841 -0.05
C -0.685 2.974 3.452 -0.33
C -0.345 1.886 2.565 -0.24
H -1.130 6.393 3.411 0.11
H -1.550 6.012 5.831 0.11
H -1.429 3.680 6.740 0.10
H -0.883 1.773 5.251 0.08
H -1.057 1.631 1.760 -0.01
H 0.730 1.730 2.339 0.00